1.
A structure of composition C3HNO3. Source: the Open Molecules 2025 dataset; level of theory: ωB97M-V with the def2-TZVPD basis set.

```
! RIJCOSX wB97M-V def2-TZVPD def2/J DEFGRID3
* xyz 0 1
C -1.4998 0.2124 0.4606
C -2.6894 0.0778 0.6887
C 2.8702 -0.9582 -0.7696
N -0.3495 0.7871 0.2597
O 2.9202 -0.3726 -1.7721
O -3.6718 0.1162 0.0450
O 2.9068 -1.7526 0.0472
H -0.4867 1.8897 1.0403
*
```

Values from the calculation:
ΔE to the lowest compared entry with this formula, charge and spin = 394.3 kJ/mol
LUMO (spin up / spin down) = -1.88 / -1.91 eV
frontier orbital gap (spin up / spin down) = 7.3 / 7.2 eV

Here are the natural (NBO) charges for atoms 1 to 2, given in e:
1. C 0.0427
2. C 0.4635

***

2.
An isolated molecule of C11H14P2. Source: the Open Molecules 2025 dataset; level of theory: ωB97M-V with the def2-TZVPD basis set.

```
! RIJCOSX wB97M-V def2-TZVPD def2/J DEFGRID3
* xyz 0 1
C -3.0152 1.8361 -0.7814
C -1.7828 1.3809 -0.0628
P -0.5151 2.4933 0.1634
P 0.7253 1.0834 1.2167
C 2.2536 0.7932 0.2563
C 2.4049 -0.2236 -0.6257
C 3.8074 -0.4600 -0.8487
C 4.5246 0.3746 -0.0813
C 3.6076 1.2514 0.7046
C -0.3834 -0.3099 0.8789
C -0.0460 -1.6676 1.4088
C -1.6113 0.0359 0.3938
C -2.7685 -0.9081 0.2721
H -3.8877 1.8365 -0.1280
H -3.2183 1.1827 -1.6277
H -2.8662 2.8491 -1.1547
H 1.6116 -0.7825 -1.0898
H 4.1849 -1.2200 -1.5102
H 5.5941 0.4474 -0.0134
H 3.7291 1.1089 1.7808
H 3.7856 2.3088 0.4999
H 1.0256 -1.7546 1.5817
H -0.3505 -2.4397 0.7032
H -0.5614 -1.8498 2.3545
H -3.6932 -0.3925 0.5239
H -2.6555 -1.7616 0.9330
H -2.8551 -1.2679 -0.7543
*
```

Values from the calculation:
ΔE to the lowest compared entry with this formula, charge and spin = 6.9 kJ/mol
LUMO = 0.13 eV
frontier orbital gap = 7.9 eV

Here are the natural (NBO) charges for atoms 1 to 2, given in e:
1. C -0.6497
2. C -0.3318

***

3.
A structure of composition CHBiF3MgNO3S2. Source: the Open Molecules 2025 dataset; level of theory: ωB97M-V with the def2-TZVPD basis set.

```
! RIJCOSX wB97M-V def2-TZVPD def2/J DEFGRID3
* xyz 2 1
Bi 2.2513 -1.0392 1.1743
N 0.6680 0.1460 -1.5857
S 2.2177 0.8719 -1.2173
O 3.0031 -0.2752 -0.3841
S -0.2858 0.0444 -0.3950
O 0.2439 -0.7005 0.8736
O -1.5504 -0.7006 -0.6881
C -0.8557 1.7060 0.3473
F 0.0325 2.1440 1.2103
F -0.9874 2.5578 -0.6435
F -2.0107 1.5253 0.9481
Mg -1.4083 -2.1626 0.7361
H -1.3183 -4.1172 -0.3760
*
```

Values from the calculation:
ΔE to the lowest compared entry with this formula, charge and spin = 64.8 kJ/mol
LUMO (spin up / spin down) = -11.98 / -12.01 eV
frontier orbital gap (spin up / spin down) = 4.1 / 4.0 eV

Here are the natural (NBO) charges for atoms 1 to 2, given in e:
1. Bi 2.1976
2. N -0.9637